<A>
C44H121N11O11 as an isolated structure. Source: the Open Molecules 2025 dataset; level of theory: ωB97M-V/def2-TZVPD.

Calculated values
Gap between HOMO and LUMO in Ha: 0.2930

XYZ file:
```
187
Properties=species:S:1:pos:R:3:mulliken_charge:R:1
C 0.3976 5.6919 2.2804 -1.542
C 1.1672 4.4736 1.7955 -0.194
C 0.7344 3.1774 2.4649 0.244
O 0.9738 3.2353 3.8617 -0.476
C 0.1339 2.3746 4.5985 -0.662
N 0.7916 4.2044 0.3498 -0.688
H 0.8222 6.0070 3.2387 0.362
H -0.6755 5.5860 2.4424 0.343
H 0.5398 6.5023 1.5610 0.464
H 2.2450 4.6147 1.8403 0.468
H 1.3423 2.3467 2.0861 -0.060
H -0.3102 2.9398 2.2313 0.171
H 0.0926 1.3687 4.1644 0.158
H -0.8416 2.8611 4.7197 0.329
H 0.5168 2.2254 5.6088 0.362
H -0.1471 4.5767 0.2086 0.170
H 1.3435 4.9473 -0.0888 0.301
C 7.6910 -1.6089 4.3255 -1.693
C 6.6709 -1.7304 3.1943 0.609
C 5.3509 -2.2492 3.7634 -1.034
O 4.1446 -2.0097 3.0564 0.063
C 4.1586 -2.3671 1.6620 -0.497
N 6.4403 -0.3490 2.6570 -0.671
H 8.5921 -1.1793 3.8715 0.425
H 8.0401 -2.5326 4.7892 0.387
H 7.4725 -0.9030 5.1281 0.405
H 7.0083 -2.2462 2.2950 0.308
H 5.1598 -1.8535 4.7620 0.286
H 5.4196 -3.3421 3.8851 0.449
H 3.1397 -2.2127 1.3193 -0.062
H 4.4836 -3.3999 1.5280 0.315
H 4.8374 -1.6664 1.1778 0.552
H 5.4399 -0.3051 2.4947 0.168
H 6.6943 0.3684 3.3229 0.290
C 1.7627 -1.0879 -3.1366 -1.076
C 2.5838 -0.7750 -1.8903 1.791
C 4.0176 -1.3194 -1.9048 -1.112
O 4.0596 -2.6969 -2.1556 -0.107
C 5.3472 -3.1807 -2.4316 -1.008
N 2.6100 0.6921 -1.7435 -0.269
H 2.1658 -0.6610 -4.0569 0.378
H 0.7846 -0.6508 -2.9280 0.066
H 1.6936 -2.1486 -3.3791 0.421
H 2.2181 -1.1395 -0.9207 -0.404
H 4.3550 -1.2111 -0.8643 -0.151
H 4.6076 -0.6245 -2.5159 0.484
H 5.7398 -2.7481 -3.3609 0.362
H 5.3521 -4.2542 -2.6064 0.243
H 6.0668 -2.9024 -1.6538 0.361
H 2.8446 0.9042 -0.7720 0.501
H 1.6678 1.0823 -1.7405 -0.336
C -1.6201 -0.3037 6.2643 -1.169
C -0.2622 -0.7373 6.8499 0.554
C 0.5907 -1.4082 5.7963 -0.746
O 1.7845 -2.0462 6.2181 -0.528
C 2.0393 -3.0583 5.2445 0.382
N 0.4196 0.4129 7.4641 -0.565
H -2.4226 -0.3796 6.9961 0.441
H -1.9203 -0.7959 5.3372 0.079
H -1.5334 0.7636 6.0474 0.150
H -0.5428 -1.4926 7.5932 0.324
H 0.8747 -0.7311 4.9831 0.171
H -0.1209 -2.1233 5.3637 0.478
H 1.3914 -3.9396 5.3347 0.332
H 3.0941 -3.2783 5.3694 0.274
H 1.7266 -2.6313 4.2857 -0.358
H 1.4274 0.2606 7.4721 0.271
H 0.2449 0.3858 8.4673 0.250
C 0.0337 -0.5717 -1.7584 -0.377
C 0.1210 0.4093 -0.5582 0.234
C 0.9491 -0.2687 0.5275 -0.351
O 0.5171 -1.6022 0.7291 0.260
C 1.1156 -2.2685 1.7918 -1.254
N 0.7759 1.6040 -1.1170 1.154
H -0.4552 -1.4841 -1.4240 0.525
H 1.0073 -0.8156 -2.1912 -0.947
H -0.4576 -0.0515 -2.5855 -0.253
H -0.9029 0.7291 -0.3581 -0.317
H 0.8232 0.3223 1.4432 0.441
H 1.9918 -0.3721 0.2057 0.023
H 2.1928 -2.4603 1.6445 0.173
H 0.7416 -3.2928 1.8311 0.430
H 1.0175 -1.7512 2.7512 0.044
H 0.1895 1.8748 -1.8978 -0.789
H 0.8215 2.3709 -0.4308 0.157
C -6.2856 -2.6459 6.1061 -1.731
C -4.9908 -2.1457 5.4475 0.850
C -4.8752 -2.4613 3.9819 -0.927
O -3.5694 -2.5535 3.4622 -0.328
C -3.4224 -2.2964 2.0743 -0.539
N -4.9590 -0.6978 5.7106 -0.622
H -7.0787 -2.3386 5.4145 0.393
H -6.4605 -2.2973 7.1187 0.408
H -6.3800 -3.7342 6.1436 0.405
H -4.1297 -2.5623 5.9840 0.181
H -5.5315 -1.7761 3.4261 0.343
H -5.3666 -3.4274 3.7790 0.333
H -3.4799 -1.2170 1.8992 0.310
H -4.1555 -2.8699 1.5037 0.451
H -2.3933 -2.5801 1.8601 0.006
H -5.9017 -0.3277 5.6261 0.289
H -4.4284 -0.2116 4.9936 0.184
C 0.5478 -5.5473 -0.4876 -1.238
C 1.9176 -6.1729 -0.1864 1.026
C 1.9418 -7.6898 -0.2149 -0.999
O 3.2404 -8.1039 0.2035 -0.332
C 3.6680 -9.2518 -0.5004 -0.737
N 2.7810 -5.6546 -1.2854 -0.650
H 0.2495 -5.7293 -1.5213 0.419
H 0.5307 -4.4645 -0.3754 -0.062
H -0.2295 -6.0260 0.1198 0.402
H 2.2947 -5.7635 0.7562 0.140
H 1.7508 -7.9448 -1.2620 0.464
H 1.2261 -8.1127 0.4926 0.328
H 2.9194 -10.0348 -0.6569 0.300
H 4.5684 -9.6498 -0.0397 0.256
H 3.9200 -8.9515 -1.5291 0.310
H 3.5943 -6.2537 -1.4087 0.279
H 3.1499 -4.7583 -0.9823 0.044
C 3.8389 2.8324 -6.1051 -1.424
C 2.6758 3.6360 -5.6146 1.233
C 2.5349 3.3884 -4.0915 -0.314
O 1.7144 4.4295 -3.5574 -0.319
C 1.3882 4.1781 -2.1973 -1.669
N 2.8285 5.0601 -5.9388 -0.854
H 3.9324 2.8002 -7.1952 0.386
H 3.7645 1.7890 -5.7914 0.283
H 4.8047 3.2518 -5.8107 0.375
H 1.7280 3.2746 -6.0191 -0.460
H 3.4782 3.4152 -3.5297 0.591
H 2.1093 2.4022 -3.8844 -0.212
H 2.3502 4.1185 -1.6720 0.530
H 0.7951 3.2876 -1.9789 0.504
H 0.8713 5.0513 -1.8009 0.548
H 2.1919 5.5637 -5.3148 0.346
H 3.6789 5.3596 -5.4477 0.335
C -5.9862 0.2939 -3.4653 -1.468
C -5.3615 -0.6404 -2.4264 0.173
C -3.8994 -0.8544 -2.6810 0.395
O -3.8133 -1.7714 -3.7603 -0.507
C -2.5323 -2.2376 -4.0310 -0.537
N -5.6069 -0.1743 -1.0503 -0.437
H -7.0070 0.4898 -3.1307 0.478
H -5.9979 -0.1388 -4.4646 0.356
H -5.4477 1.2378 -3.5735 0.181
H -5.7944 -1.6393 -2.5537 0.215
H -3.4239 -1.3577 -1.8219 0.300
H -3.3142 0.0647 -2.8308 -0.224
H -2.0110 -2.5841 -3.1339 0.188
H -1.9526 -1.5893 -4.7031 0.164
H -2.6177 -3.1189 -4.6810 0.367
H -6.5033 0.2971 -1.0122 0.222
H -5.6960 -1.0285 -0.5112 0.218
C -6.2325 5.6286 -0.6446 -1.494
C -4.7808 5.2354 -0.8495 0.639
C -4.6403 3.6947 -0.7236 0.145
O -3.7221 3.3163 0.2794 -0.513
C -2.9480 2.2138 -0.0997 0.075
N -4.2592 5.7613 -2.1000 -0.489
H -6.3788 6.6427 -1.0262 0.398
H -6.6050 5.5555 0.3804 0.378
H -6.9894 5.0392 -1.1752 0.355
H -4.1383 5.6680 -0.0787 0.043
H -4.3865 3.2093 -1.6747 -0.266
H -5.6389 3.2771 -0.5573 0.176
H -2.4801 2.4097 -1.0740 -0.037
H -3.4952 1.2635 -0.1472 0.254
H -2.1584 2.0007 0.6247 0.019
H -4.0441 5.1888 -2.8963 0.133
H -4.6990 6.6254 -2.3690 0.183
C -3.5331 2.4144 -5.6396 -1.131
C -2.0648 2.8016 -5.8280 0.604
C -1.0888 2.0814 -4.8731 0.199
O -1.0799 2.7097 -3.6135 0.425
C -0.4263 3.9541 -3.4696 -0.607
N -1.6670 2.7792 -7.2731 -0.758
H -4.1649 2.8125 -6.4288 0.445
H -3.8223 2.8116 -4.6620 -0.017
H -3.7090 1.3420 -5.5165 0.301
H -1.9265 3.8441 -5.5359 -0.085
H -0.0845 2.1289 -5.3211 -0.120
H -1.2682 1.0054 -4.8123 -0.222
H -0.9497 4.7242 -4.0441 0.419
H 0.6230 3.7672 -3.7139 0.308
H -0.5253 4.3166 -2.4459 0.028
H -1.8115 1.8139 -7.5555 0.284
H -0.6860 3.0345 -7.2326 0.318
```

=====

<B>
A 11-piece molecular cluster, C44H121N11O11 overall. Source: the Open Molecules 2025 dataset; level of theory: ωB97M-V/def2-TZVPD.

Calculated values
Structure (SMILES): COC[C@H](C)N.COC[C@H](C)N.COC[C@H](C)N.COC[C@H](C)N.COC[C@H](C)N.COC[C@H](C)N.COC[C@H](C)N.COC[C@H](C)N.COC[C@H](C)N.COC[C@H](C)N.COC[C@H](C)N
Gap between HOMO and LUMO in Ha: 0.3359

XYZ file:
```
187
Properties=species:S:1:pos:R:3:mulliken_charge:R:1
C -0.9860 3.7692 3.6386 -0.435
C -2.4435 4.0437 3.6324 0.570
C -2.7385 5.5357 3.8397 -0.819
O -4.1326 5.6341 4.0205 -0.344
C -4.5115 6.9470 4.3840 -0.748
N -3.1131 3.6656 2.3668 -0.448
H -0.5300 4.4378 2.9135 -0.310
H -0.7554 2.7960 3.2178 -0.243
H -0.5979 3.9041 4.6595 0.430
H -2.9956 3.4915 4.4621 0.285
H -2.3574 6.1061 2.9748 0.331
H -2.1309 5.8445 4.7355 0.406
H -4.5068 7.6364 3.5408 0.288
H -3.7906 7.3919 5.1297 0.294
H -5.5134 6.9067 4.7642 0.259
H -3.9791 4.2448 2.3603 0.304
H -3.3902 2.6851 2.4472 0.076
C -0.0691 -3.1211 4.6846 -1.668
C 0.9671 -2.2271 4.0981 1.261
C 2.1474 -2.0828 5.1094 -1.467
O 3.1058 -1.2486 4.6143 0.428
C 4.3599 -1.4205 5.2574 -1.005
N 1.4433 -2.7371 2.7976 -0.029
H -0.8729 -3.3077 3.9543 -0.029
H -0.4908 -2.7733 5.6172 0.540
H 0.4102 -4.1024 4.8219 0.475
H 0.6772 -1.1971 3.9446 -0.032
H 2.5741 -3.0488 5.4489 0.410
H 1.7985 -1.5954 6.0489 0.355
H 5.0413 -0.6092 4.9299 0.252
H 4.8227 -2.3983 5.0135 0.294
H 4.2929 -1.4982 6.3733 0.327
H 1.6526 -3.7296 2.7918 0.346
H 2.3069 -2.2605 2.5101 -0.258
C 2.8661 4.1133 4.4549 -1.365
C 2.6075 2.6258 4.4314 1.823
C 3.4992 1.8878 3.5007 -0.409
O 3.3486 2.3639 2.1754 -0.093
C 4.2262 1.5991 1.3242 -0.642
N 2.7978 2.0853 5.8011 -0.803
H 3.8405 4.4143 4.7839 0.359
H 2.1476 4.5934 5.1432 0.447
H 2.7209 4.5628 3.4833 0.032
H 1.5792 2.5335 4.0763 -0.649
H 3.2553 0.7926 3.4789 -0.070
H 4.5452 2.0487 3.8543 0.268
H 5.3000 1.7999 1.3989 0.331
H 3.9913 1.8830 0.2926 0.295
H 4.0244 0.5569 1.5297 -0.017
H 2.1787 2.5593 6.4480 0.315
H 2.5189 1.1275 5.8789 0.188
C 1.6130 7.3541 0.5754 -1.817
C 1.1232 5.9483 0.9267 0.897
C 0.0194 5.4817 -0.0507 0.949
O -1.2226 5.9992 0.3008 -0.422
C -2.2389 5.5855 -0.5918 -0.573
N 2.2419 5.0124 0.7369 -0.571
H 1.9615 7.4026 -0.4309 0.419
H 2.4503 7.6916 1.2162 0.447
H 0.8159 8.0880 0.6287 0.351
H 0.6354 5.9573 1.9541 -0.078
H -0.0155 4.4166 -0.0815 -0.854
H 0.2867 5.8334 -1.0226 0.313
H -2.3008 4.4656 -0.6447 0.082
H -2.1183 6.0629 -1.6129 0.249
H -3.2333 5.9181 -0.2666 0.334
H 2.0584 4.1479 1.2659 -0.114
H 2.9980 5.4032 1.3066 0.413
C 3.1512 4.6484 -6.8271 -1.448
C 3.6933 3.2488 -7.0330 0.382
C 2.6045 2.2256 -6.7729 -0.096
O 3.2736 0.9728 -6.9097 -0.360
C 2.3728 -0.1079 -6.9622 -0.310
N 4.2356 3.1555 -8.3264 -0.710
H 3.8446 5.4538 -7.1993 0.372
H 2.9034 4.8164 -5.7757 0.316
H 2.2731 4.7941 -7.4596 0.369
H 4.5196 3.0490 -6.2854 0.264
H 1.8221 2.3715 -7.5602 0.204
H 2.1212 2.3421 -5.7771 0.003
H 1.7231 -0.0323 -6.1172 -0.098
H 2.8898 -1.0737 -6.8900 0.273
H 1.7521 -0.0373 -7.8581 0.365
H 3.5735 3.4779 -9.0397 0.251
H 4.4875 2.2058 -8.5336 0.295
C 5.3255 -2.4980 2.0047 -1.025
C 5.5661 -2.7480 0.4288 0.042
C 4.2660 -2.5724 -0.3057 -0.169
O 3.4360 -3.6637 -0.0147 -0.478
C 2.1768 -3.5766 -0.5955 -0.178
N 6.4541 -1.6996 -0.0770 -0.647
H 6.1972 -2.7129 2.5953 0.482
H 4.5475 -3.1728 2.2898 0.315
H 5.0718 -1.4172 2.1457 -0.015
H 5.9675 -3.7290 0.2532 0.472
H 4.4976 -2.5783 -1.3841 0.470
H 3.7863 -1.6186 -0.0227 -0.136
H 1.7125 -4.5588 -0.6049 0.347
H 2.1992 -3.1259 -1.6089 0.174
H 1.5141 -2.8697 -0.0072 -0.094
H 7.4133 -2.0701 -0.0443 0.264
H 6.3070 -1.5062 -1.0730 0.239
C -4.3107 -7.4798 -3.4461 -1.465
C -4.1267 -6.6671 -4.7197 0.783
C -2.6513 -6.3933 -5.0349 -1.015
O -2.0295 -5.6032 -4.0559 -0.119
C -0.6667 -5.4210 -4.3026 -0.567
N -4.6105 -7.3933 -5.8453 -0.709
H -4.1149 -8.5387 -3.5510 0.454
H -5.3621 -7.3805 -3.1892 0.377
H -3.7684 -7.0853 -2.5647 0.259
H -4.6272 -5.7047 -4.6094 0.244
H -2.5597 -6.0044 -6.0495 0.299
H -2.1654 -7.3881 -4.9732 0.329
H -0.0994 -6.3692 -4.2872 0.366
H -0.3394 -4.7270 -3.5330 -0.085
H -0.5304 -4.9117 -5.2652 0.361
H -4.6187 -6.7759 -6.6702 0.255
H -5.5961 -7.6145 -5.7133 0.278
C -0.4692 4.9882 -4.2448 -1.761
C -0.4135 3.6557 -3.5743 2.414
C -1.0128 2.6502 -4.5109 -1.510
O -1.0361 1.3142 -4.0025 -0.074
C -2.2455 0.9552 -3.2621 -0.281
N 0.9547 3.2668 -3.3183 -0.537
H 0.0466 5.7244 -3.6531 0.348
H -1.5189 5.2691 -4.4157 0.423
H 0.0369 4.9542 -5.2409 0.273
H -1.0383 3.6009 -2.6342 -0.746
H -0.5340 2.6846 -5.4938 0.322
H -2.0630 2.9562 -4.7739 0.427
H -3.0683 0.8023 -3.9270 0.441
H -2.5434 1.6580 -2.4476 0.171
H -2.1528 0.0130 -2.7497 -0.235
H 0.9397 2.3391 -2.9520 -0.055
H 1.3127 3.9107 -2.6374 0.377
C -3.8533 -4.5666 4.9395 -1.001
C -4.2471 -3.2028 5.5644 0.203
C -3.8147 -2.0573 4.6928 -0.270
O -4.4546 -2.2199 3.4018 -0.381
C -4.0547 -1.2090 2.5205 -0.637
N -5.6702 -3.1867 5.8945 -0.697
H -3.5980 -5.3315 5.6557 0.340
H -2.9784 -4.5169 4.2706 0.042
H -4.6136 -4.9394 4.2795 0.369
H -3.6434 -3.0160 6.5011 0.297
H -2.6888 -1.9982 4.7180 0.007
H -4.2175 -1.1195 5.1889 0.309
H -4.2171 -0.2292 2.9059 0.365
H -4.5606 -1.2353 1.5601 0.352
H -3.0009 -1.3700 2.3059 0.078
H -5.9628 -2.2338 6.1325 0.283
H -6.1829 -3.4871 5.0733 0.317
C -0.2530 1.0895 0.8447 -1.035
C -0.4637 -0.0958 -0.0011 1.033
C 0.5998 -0.1154 -1.1402 -0.417
O 0.2600 -1.1940 -1.9316 1.456
C 1.0519 -1.2677 -3.0837 -1.015
N -0.5782 -1.2640 0.8508 1.102
H -0.2641 2.0484 0.3031 -0.271
H 0.7453 1.0475 1.2944 0.279
H -1.0771 1.2039 1.5556 0.211
H -1.3424 -0.0073 -0.6074 -0.004
H 1.6266 -0.2142 -0.8626 0.534
H 0.5386 0.8650 -1.6404 -1.083
H 0.9296 -2.2656 -3.5169 0.180
H 2.1329 -1.0647 -2.8199 0.364
H 0.7975 -0.4965 -3.8106 -0.078
H 0.1650 -1.2974 1.5473 -0.570
H -0.4741 -2.1631 0.4212 -0.758
C -3.9386 -4.2210 -1.1568 -1.493
C -2.5546 -3.6312 -1.1463 1.372
C -1.5072 -4.7180 -0.9907 0.549
O -1.6813 -5.5936 0.0935 -0.509
C -1.4759 -5.0017 1.3424 -0.123
N -2.4103 -2.7603 -2.2896 -0.521
H -4.6256 -3.4077 -1.1242 0.528
H -4.0221 -4.8479 -0.2669 0.319
H -4.1015 -4.8522 -2.0643 0.054
H -2.5206 -2.9578 -0.2633 -0.256
H -0.5733 -4.1130 -0.9389 -0.768
H -1.6197 -5.2427 -1.9458 0.062
H -1.3336 -5.8252 2.0377 0.484
H -2.3818 -4.4557 1.6680 0.091
H -0.6586 -4.2590 1.2347 -0.129
H -2.6426 -3.2550 -3.1606 0.258
H -1.5021 -2.4235 -2.4092 -0.130
```

=====

Least stable of them? <A>.

=====

<A>
One molecule with the formula C5H6N2. Source: the Open Molecules 2025 dataset; level of theory: ωB97M-V/def2-TZVPD.

Calculated values
Structure (SMILES): c1cn2c(n1)CC2
Gap between HOMO and LUMO in Ha: 0.3445

XYZ file:
```
13
Properties=species:S:1:pos:R:3:mulliken_charge:R:1
C 0.4677 1.3229 0.6466 -0.416
C 1.6835 0.3941 0.3846 -0.619
C 0.5308 -0.6960 0.0067 0.195
N 0.1004 -1.7874 -0.5789 -0.691
C -1.2362 -1.4693 -0.7942 -0.357
C -1.5577 -0.2126 -0.3328 -0.258
N -0.4072 0.2160 0.2637 0.185
H 0.3774 2.1598 -0.0605 0.256
H 0.2701 1.6789 1.6622 0.259
H 2.2315 0.6508 -0.5206 0.246
H 1.8798 -0.4779 0.9902 0.390
H -1.8957 -2.1721 -1.2876 0.407
H -2.4445 0.3927 -0.3795 0.402
```

=====

<B>
C5H6N2 as an isolated structure. Source: the Open Molecules 2025 dataset; level of theory: ωB97M-V/def2-TZVPD.

Calculated values
Gap between HOMO and LUMO (spin up / spin down) in Ha: 0.3270 / 0.3270

XYZ file:
```
13
Properties=species:S:1:pos:R:3:mulliken_charge:R:1
N -2.0490 0.1308 -0.9314 -0.666
C -1.1687 -0.6678 -1.1727 0.393
C 0.0822 -1.1008 -0.9131 -0.544
C 1.0519 0.0755 -0.7341 -0.407
C 0.7046 0.5173 0.6879 -0.359
C -0.6699 0.5237 1.2033 0.049
N -0.0454 -0.6229 1.3660 -0.433
H 0.3937 -2.1406 -0.8882 0.336
H 0.9266 0.8469 -1.5057 0.273
H 2.0929 -0.2702 -0.7626 0.309
H 1.4966 0.9921 1.2793 0.372
H -1.7125 0.4335 0.2347 0.266
H -1.2057 1.1111 1.9527 0.410
```

=====

<C>
One molecule with the formula C5H6N2. Source: the Open Molecules 2025 dataset; level of theory: ωB97M-V/def2-TZVPD.

Calculated values
Gap between HOMO and LUMO (spin up / spin down) in Ha: 0.3253 / 0.2733

XYZ file:
```
13
Properties=species:S:1:pos:R:3:mulliken_charge:R:1
N -0.1564 2.9331 0.0440 -0.398
C -0.3344 1.8535 -0.3257 0.069
C -0.6267 0.5489 -0.9043 0.075
C 0.3516 -0.6367 -0.7730 0.170
C 1.4663 -0.6677 0.1141 -0.995
C -0.8544 -0.3602 1.2407 -0.629
N -0.9755 -0.5590 -0.0852 -0.283
H -1.1323 0.6022 -1.8649 0.413
H 0.3902 -1.1676 -1.7292 0.402
H 1.4117 -1.1723 1.0633 0.255
H 2.4618 -0.6444 -0.3335 0.286
H -0.6474 -1.2245 1.8624 0.363
H -1.3545 0.4947 1.6914 0.272
```

=====

<D>
One molecule with the formula C5H6N2. Source: the Open Molecules 2025 dataset; level of theory: ωB97M-V/def2-TZVPD.

Calculated values
Structure (SMILES): N#C[C@H]1[C@H]2CCN21
Gap between HOMO and LUMO in Ha: 0.3978

XYZ file:
```
13
Properties=species:S:1:pos:R:3:mulliken_charge:R:1
N -1.8489 -1.1115 -1.8817 -0.443
C -0.8760 -1.1584 -1.2589 0.087
C 0.3350 -1.2066 -0.4703 0.338
C 1.0812 0.0183 -0.1412 -0.222
C 0.1930 1.2493 -0.0225 -0.679
C -0.5652 0.4307 1.0456 -0.421
N 0.3435 -0.7453 0.9173 -0.505
H 0.9281 -2.1032 -0.6213 0.353
H 2.1240 -0.0607 0.0735 0.346
H 0.7183 2.1177 0.3788 0.284
H -0.3615 1.5413 -0.9199 0.271
H -0.4636 0.8389 2.0537 0.289
H -1.6080 0.1895 0.8470 0.301
```

=====

Least stable of them? <B>.